[1]
Here is 4 unconnected molecules or ions with the total composition C25H36F24N3O3S from the OMol25 dataset. Energies are from wB97M-V/def2-TZVPD.

Geometry as XYZ:
```
92
Properties=species:S:1:pos:R:3:forces:R:3:mulliken_charge:R:1
C -0.30443 -2.44142 0.21543 0.016 -0.184 -0.173 -1.576
C -0.66249 -2.78184 -1.24322 -0.144 0.114 -0.040 1.791
C 0.25939 -2.05458 -2.22754 -0.181 0.039 -0.033 -1.695
C -0.65055 -4.29738 -1.47512 0.082 -0.125 -0.217 -1.091
C -1.26174 -4.69815 -2.83626 0.364 0.347 0.223 -0.683
S -2.65122 -5.84154 -2.77751 -0.205 -0.193 -0.528 0.081
C -3.84788 -5.05116 -1.65919 -0.228 0.163 -0.049 -0.549
C -4.87997 -4.30792 -2.52838 0.120 0.049 0.295 -0.507
C -5.99215 -3.64124 -1.66694 0.312 0.289 -0.326 -1.085
C -6.07035 -2.11743 -1.84359 -0.080 -0.222 0.000 -0.577
N -4.99034 -1.41752 -1.15008 0.403 -0.331 -0.846 -0.199
C -4.43423 -0.22728 -1.66673 0.217 -0.031 0.239 0.434
N -3.61299 0.41428 -0.93919 -0.088 -0.215 -0.198 -0.626
N -4.88397 0.14001 -2.96276 -0.271 0.330 0.244 -0.471
H 0.74187 -2.13830 0.30219 -0.116 -0.108 0.015 0.256
H -0.45719 -3.31079 0.86687 -0.040 0.252 0.007 0.401
H -0.91717 -1.61413 0.57372 0.071 -0.041 0.040 0.359
H -1.69352 -2.43580 -1.43619 0.110 -0.048 0.053 -0.495
H 0.11168 -0.97388 -2.14093 0.144 -0.137 0.027 0.399
H 0.06546 -2.32091 -3.27401 -0.015 0.016 0.110 0.422
H 1.30643 -2.28997 -2.01309 -0.095 0.061 -0.003 0.397
H -1.18300 -4.79430 -0.65889 0.061 0.002 -0.022 0.545
H 0.38164 -4.66476 -1.45105 -0.124 0.000 0.097 0.476
H -1.70183 -3.83881 -3.35705 0.077 -0.079 0.046 0.341
H -0.52666 -5.14207 -3.51335 -0.245 -0.050 0.001 0.502
H -2.15562 -6.88196 -2.08457 0.081 0.201 0.345 0.249
H -4.31424 -5.84473 -1.06824 0.121 0.081 -0.085 0.560
H -3.29312 -4.37499 -1.00625 -0.038 -0.138 0.063 0.167
H -4.36578 -3.53735 -3.11890 -0.063 -0.138 0.023 0.330
H -5.31762 -5.02944 -3.22352 0.026 0.156 0.005 0.487
H -6.94987 -4.03824 -2.00686 0.034 -0.099 0.316 0.391
H -5.84206 -3.88282 -0.60871 -0.222 -0.043 -0.068 0.440
H -7.03062 -1.77492 -1.44324 0.105 -0.019 -0.097 0.335
H -6.06409 -1.89808 -2.91429 -0.114 0.042 0.088 0.356
H -4.24777 -2.03538 -0.85456 -0.096 0.172 0.458 0.160
H -3.20778 1.18742 -1.46295 -0.057 -0.022 0.106 0.181
H -4.87752 1.14670 -3.07412 0.175 -0.068 -0.073 0.260
H -4.34713 -0.29118 -3.70466 -0.108 -0.061 0.007 0.192
C -5.11473 6.19067 -0.56537 -0.056 -0.025 0.471 -0.672
C -5.67026 6.75149 -1.88454 0.242 -0.067 -0.097 0.863
C -6.57525 5.84761 -2.73227 -0.078 0.065 0.067 0.079
F -5.90885 4.75073 -3.15382 0.128 -0.086 0.039 -0.212
F -6.97532 6.53605 -3.81861 -0.006 0.008 -0.036 -0.263
F -4.66722 7.23305 -2.64345 -0.009 -0.013 -0.005 -0.268
F -6.47146 7.79557 -1.52812 -0.045 0.035 0.047 -0.321
O -3.77858 5.70604 -0.56975 -0.029 0.149 -0.532 -0.390
C -3.44639 4.42267 -0.86998 0.092 0.033 0.328 0.804
C -2.50843 4.34403 -2.08446 0.015 0.023 0.056 0.142
F -3.08694 4.86513 -3.17548 -0.132 0.022 -0.061 -0.228
F -2.25417 3.02965 -2.33307 0.078 -0.022 -0.037 -0.222
F -4.51570 3.62403 -1.03197 -0.136 0.017 -0.115 -0.228
F -2.73455 3.92254 0.17304 -0.079 -0.001 -0.030 -0.328
H -5.07416 7.05372 0.09687 0.016 -0.015 -0.003 0.383
H -5.80389 5.47438 -0.11750 -0.007 -0.086 -0.149 0.328
H -7.45462 5.53928 -2.16134 0.005 -0.017 0.008 0.290
H -1.57302 4.86548 -1.87791 0.008 -0.034 0.017 0.253
C 3.51046 0.40812 5.00093 0.332 0.365 0.067 -0.102
C 3.00633 -0.90838 5.61029 -0.212 0.034 -0.110 0.736
C 3.44543 -2.22279 4.95236 0.101 -0.008 0.122 0.174
F 2.98208 -2.31369 3.68788 -0.063 0.100 -0.141 -0.201
F 2.92850 -3.25116 5.65764 -0.010 -0.013 0.000 -0.279
F 1.66386 -0.88765 5.73425 -0.001 0.002 -0.030 -0.284
F 3.54356 -0.96070 6.86309 0.043 0.021 0.023 -0.313
O 2.62255 1.12360 4.14940 -0.388 -0.445 0.015 -0.350
C 2.55549 0.92178 2.80659 0.185 0.261 0.101 0.777
C 1.15637 0.47314 2.36305 -0.021 0.011 -0.021 0.202
F 0.81779 -0.68432 2.95919 0.039 -0.098 0.049 -0.218
F 1.17690 0.26234 1.02349 0.002 0.088 -0.023 -0.269
F 3.50438 0.07988 2.35199 -0.012 -0.138 0.055 -0.239
F 2.77186 2.11620 2.19484 0.058 -0.030 0.002 -0.316
H 3.63334 1.06966 5.85699 -0.007 0.001 -0.017 0.405
H 4.49094 0.28895 4.54425 -0.105 -0.182 -0.031 -0.107
H 4.53502 -2.30584 4.94740 0.004 0.011 -0.021 0.239
H 0.41799 1.23782 2.60422 -0.005 0.039 -0.009 0.266
C 6.72898 1.37509 1.64180 -0.389 0.316 -0.143 -0.437
C 7.39021 0.75936 2.88490 0.097 -0.195 -0.189 0.934
C 8.65035 1.42787 3.44916 -0.110 0.032 0.093 0.075
F 9.65677 1.38058 2.56159 0.050 -0.026 -0.166 -0.240
F 9.02603 0.75381 4.55718 0.022 -0.009 0.021 -0.259
F 7.60588 -0.55596 2.70000 0.017 0.012 -0.009 -0.295
F 6.46282 0.88057 3.89484 0.014 0.096 -0.025 -0.400
O 6.99198 0.76515 0.39182 0.358 -0.379 0.261 -0.424
C 8.03720 1.12955 -0.41546 -0.237 0.085 -0.026 0.828
C 8.99563 -0.04423 -0.67003 -0.059 -0.006 -0.037 0.204
F 9.50899 -0.49301 0.48956 0.026 0.038 0.098 -0.219
F 10.00591 0.38846 -1.45188 0.023 -0.011 -0.009 -0.254
F 8.68741 2.20933 0.04208 0.064 0.002 0.126 -0.293
F 7.51703 1.45314 -1.62232 -0.018 0.081 -0.037 -0.300
H 5.66322 1.20646 1.79213 0.027 0.016 -0.016 0.070
H 6.88097 2.45455 1.61019 0.175 -0.027 0.033 0.366
H 8.44613 2.46749 3.71836 0.006 0.011 -0.016 0.313
H 8.46371 -0.85541 -1.17035 -0.003 0.000 -0.009 0.241
```
Forces are in eV/Å.

As for the highest occupied orbital energy: -11.453 eV. As for the HOMO-LUMO gap: 8.4560 eV. The spin multiplicity is 1. The calculation puts the LUMO energy at -3.0 eV. As for the total charge: +1. As for the molecular weight: 914.60 g mol⁻¹.



[2]
Here is C9H18NO4P in the gas phase at a distorted geometry from the OMol25 dataset. Energies are from wB97M-V/def2-TZVPD.

Geometry as XYZ:
```
33
Properties=species:S:1:pos:R:3:forces:R:3:nbo_charge:R:1
C -0.59478 1.41370 3.65520 -0.139 -0.564 -0.661 -0.621
C -1.09806 1.03621 2.25420 -0.581 1.606 0.485 -0.074
O -0.17844 0.13689 1.60576 0.648 0.431 -1.689 -0.809
P -0.51735 -0.16211 0.03684 -2.793 -0.291 -0.126 2.349
O -1.79972 -0.90524 -0.06627 0.722 0.069 -0.101 -1.123
O -0.69990 1.31026 -0.67148 1.389 -1.185 1.161 -0.808
C -1.34340 1.34941 -1.94647 -1.449 -0.208 -0.662 -0.054
C -2.81802 1.79094 -1.83125 1.076 0.399 -0.340 -0.631
C 0.83947 -1.25479 -0.73931 -0.836 -0.518 1.226 -0.217
C 0.30533 -2.23659 -1.78844 -0.140 -0.263 0.070 -0.610
C 1.62149 -2.00756 0.36027 -0.503 0.179 1.216 -0.403
C 2.81011 -1.10287 0.74017 -1.839 1.401 -0.194 -0.450
C 2.84194 -0.16329 -0.42818 -1.388 -2.084 0.258 0.003
N 1.82186 -0.33311 -1.25405 3.761 1.411 1.122 0.109
O 1.71835 0.31296 -2.31533 -1.205 0.049 -1.226 -0.528
H -1.30001 2.09443 4.14294 -0.055 -0.325 -0.074 0.220
H 0.33148 1.95275 3.55943 0.524 0.155 0.023 0.209
H -0.42350 0.51353 4.25517 -0.135 0.244 0.030 0.213
H -1.24393 1.98367 1.67434 0.464 -0.839 0.186 0.191
H -2.09204 0.60309 2.30587 0.001 -0.492 -0.019 0.194
H -0.81358 1.99659 -2.64008 0.415 0.111 0.380 0.195
H -1.36923 0.35738 -2.39064 0.265 -0.137 -0.038 0.181
H -3.37993 1.01591 -1.33879 -0.322 -0.104 0.297 0.228
H -2.88698 2.75409 -1.31734 -0.095 -0.200 0.120 0.206
H -3.19996 1.94625 -2.84812 -0.002 -0.139 0.177 0.210
H -0.27553 -1.71331 -2.54138 -0.010 -0.098 -0.146 0.236
H 1.15764 -2.76514 -2.27577 -0.445 0.555 0.347 0.223
H -0.33541 -3.01555 -1.31704 0.386 0.766 -0.171 0.245
H 1.01026 -2.24308 1.25477 0.119 0.166 -0.623 0.241
H 1.97935 -2.96290 -0.01278 0.007 -0.015 -0.314 0.220
H 3.67556 -1.68885 0.84690 1.346 -0.499 0.246 0.221
H 2.62077 -0.50038 1.65714 0.150 -0.623 -0.313 0.223
H 3.63617 0.48670 -0.62625 0.663 1.041 -0.645 0.214
```
Forces are in eV/Å.

As for the highest occupied orbital energy: -8.488 eV. As for the HOMO-LUMO gap: 9.3076 eV. The spin multiplicity is 1. The calculation puts the LUMO energy at 0.8 eV. The relative energy (zero: lowest compared OMol25 entry of this formula, charge and spin) comes out at 90.92 kJ/mol. As for the molecular weight: 235.22 g mol⁻¹.



[3]
Here is C5H8O in the gas phase at a distorted geometry from the OMol25 dataset. Energies are from wB97M-V/def2-TZVPD.

Geometry as XYZ:
```
14
Properties=species:S:1:pos:R:3:forces:R:3:nbo_charge:R:1
C 1.13836 -0.73585 0.24558 0.482 -0.405 0.484 -0.397
C 0.10407 -0.25376 1.27682 0.189 -0.048 0.352 -0.444
C -0.66753 0.39645 0.18768 1.000 -1.712 -1.264 0.307
C 0.18700 -0.69560 -0.93890 -0.429 -0.398 1.161 -0.530
C -0.96518 1.59047 -0.57965 0.273 -0.602 0.179 -0.226
O -1.97777 0.69203 0.03826 0.096 -0.130 -0.689 -0.472
H 1.60513 -1.69174 0.45266 0.255 -0.119 0.135 0.207
H 1.91281 0.03018 0.12309 -0.066 -0.192 0.025 0.201
H -0.49835 -1.08682 1.65475 0.148 0.060 0.048 0.220
H 0.45304 0.36330 2.10376 -0.079 0.011 0.034 0.219
H -0.45818 -1.56306 -1.05930 0.107 -0.320 0.314 0.205
H 0.72213 -0.58699 -1.92968 -0.955 0.820 0.866 0.219
H -1.07433 2.60790 -0.17257 0.506 -0.541 -0.678 0.216
H -0.48121 0.93350 -1.40251 -1.528 3.577 -0.968 0.275
```
Forces are in eV/Å.

As for the highest occupied orbital energy: -9.267 eV. As for the HOMO-LUMO gap: 10.3625 eV. The spin multiplicity is 1. The calculation puts the LUMO energy at 1.1 eV. The relative energy (zero: lowest compared OMol25 entry of this formula, charge and spin) comes out at 471.82 kJ/mol. As for the molecular weight: 84.12 g mol⁻¹.



Q: molecular weight of number 2 (C9H18NO4P)?
A: 235.22 g mol⁻¹



Q: Look up the highest occupied orbital energy of the second one.
A: -8.488 eV